(1)
Computed, not measured: the molecule C2H3NOS, with ωB97M-V/def2-TZVPD.

CARTESIAN COORDINATES (ANGSTROEM)
C: 0.86111 -0.88987 -0.14184
N: -0.16807 -1.57046 0.01512
S: -1.58863 -0.43265 -0.21561
C: -0.44884 0.86523 0.07584
O: 0.82443 0.49221 -0.32628
H: 1.94104 -1.25727 -0.01150
H: -0.57528 1.08518 1.06529
H: -0.84576 1.70764 -0.46103

Summary:
Relative energy (zero: lowest compared OMol25 entry of this formula, charge and spin), eV: 1.391
Orbital gap, eV: 9.5
Total charge: 0
LUMO level, eV: 0.6
SMILES string: C1=NSCO1
Max |F|, eV/Å: 3.12
Highest occupied orbital energy, eV: -8.89

(2)
Computed, not measured: the molecule C4H8N4, with ωB97M-V/def2-TZVPD.

CARTESIAN COORDINATES (ANGSTROEM)
N: 0.28786 2.41514 -0.34198
C: -0.94239 1.58842 -0.76991
C: -0.25157 0.08912 -0.59831
N: 0.72633 0.21311 0.11448
C: 1.26781 -1.04192 0.68823
C: 0.14369 -1.96461 0.98412
N: -0.99582 -1.84755 0.35757
N: -0.95151 -0.95438 -0.60057
H: 0.71604 1.89667 0.47441
H: 1.16709 2.20840 -0.94756
H: -1.25633 1.58767 -1.91867
H: -1.75149 1.57709 -0.01398
H: 1.75297 -1.57957 -0.19975
H: 1.72268 -1.05110 1.70643
H: 0.29202 -2.31534 2.19548
H: -1.92737 -0.82115 -1.12998

Summary:
Relative energy (zero: lowest compared OMol25 entry of this formula, charge and spin), eV: 5.539
Orbital gap, eV: 9.2
Total charge: 0
LUMO level, eV: 0.7
SMILES string: NCC1=NCC=NN1
Max |F|, eV/Å: 10.03
Highest occupied orbital energy, eV: -8.47

(3)
Computed, not measured: a cluster of 12 separate species, C41H89N7O12 in total, with ωB97M-V/def2-TZVPD.

CARTESIAN COORDINATES (ANGSTROEM)
C: -4.54950 -5.48822 1.06063
N: -4.49566 -4.06480 0.86633
C: -3.89262 -3.36098 -0.11715
C: -4.17347 -1.85758 -0.02179
O: -3.32224 -3.88469 -1.05945
H: -3.58759 -5.91955 0.76392
H: -5.33564 -5.98641 0.49555
H: -4.57715 -5.68577 2.13206
H: -4.92213 -3.50056 1.58269
H: -3.56321 -1.54435 0.83504
H: -5.22974 -1.67383 0.13954
H: -3.70079 -1.34765 -0.85491
C: 2.10083 -7.75913 -2.73123
N: 1.52346 -6.62457 -2.03497
C: 0.20018 -6.44997 -1.79577
C: -0.13516 -5.14481 -1.09722
O: -0.65958 -7.24703 -2.09749
H: 1.78677 -7.85817 -3.76560
H: 1.94159 -8.64898 -2.11772
H: 3.18847 -7.68208 -2.66728
H: 2.13792 -5.85313 -1.85025
H: -0.41635 -4.37247 -1.81413
H: 0.67279 -4.79398 -0.44749
H: -0.98567 -5.21647 -0.42023
C: 3.05389 -4.57978 -5.60985
N: 3.15770 -3.12491 -5.47067
C: 2.30228 -2.27330 -4.87296
C: 0.94817 -2.81385 -4.46023
O: 2.60005 -1.10189 -4.67754
H: 2.35041 -4.80688 -6.41739
H: 2.58303 -4.91729 -4.68557
H: 4.02705 -4.98514 -5.85345
H: 3.99852 -2.68535 -5.81318
H: 0.39085 -3.25648 -5.28613
H: 0.40805 -1.93165 -4.12142
H: 0.97166 -3.53223 -3.63940
C: 4.56659 -0.86892 -1.23137
N: 4.26002 0.04775 -2.33221
C: 4.86651 1.24760 -2.48431
C: 4.32634 2.11351 -3.63784
O: 5.71442 1.68830 -1.72679
H: 5.61520 -0.73639 -0.98361
H: 4.33745 -1.86782 -1.59472
H: 3.97043 -0.65884 -0.34192
H: 3.41363 -0.13496 -2.84910
H: 4.67649 3.11776 -3.43262
H: 3.25393 1.92181 -3.62293
H: 4.76289 1.78328 -4.58022
C: 0.93794 2.42918 7.19119
N: 0.24756 1.97054 6.00059
C: 0.11769 0.67011 5.69048
C: -0.64377 0.42496 4.39217
O: 0.56293 -0.26552 6.34179
H: 0.20489 2.93712 7.82294
H: 1.79832 3.06793 6.99790
H: 1.25776 1.55882 7.75891
H: -0.05485 2.62361 5.29984
H: -1.69966 0.19701 4.50020
H: 0.02004 -0.35726 4.01691
H: -0.60657 1.29238 3.72856
C: -3.78302 3.19077 0.05409
N: -3.82429 4.42219 0.81772
C: -4.23654 5.61275 0.33440
C: -4.52802 6.66621 1.40464
O: -4.55036 5.79807 -0.82802
H: -3.47650 2.38661 0.72424
H: -3.13486 3.22123 -0.81967
H: -4.76946 2.86895 -0.29144
H: -3.64270 4.30163 1.79610
H: -4.82042 7.54657 0.83140
H: -3.66496 7.00645 1.98292
H: -5.32382 6.38200 2.08874
C: 4.10437 1.48940 4.10614
N: 3.17444 0.48706 3.60457
C: 3.57573 -0.77735 3.37816
C: 2.47325 -1.83206 3.27635
O: 4.73959 -1.12555 3.32895
H: 4.75798 1.86098 3.31929
H: 4.67057 1.03886 4.92224
H: 3.55064 2.32160 4.53929
H: 2.19722 0.71331 3.65310
H: 1.62280 -1.53555 2.64604
H: 1.95215 -1.98759 4.22647
H: 2.83368 -2.77862 2.88708
C: 1.42501 5.27686 3.10634
C: 0.79581 5.34212 1.72708
C: -0.41125 4.38864 1.85287
O: 0.14877 3.35652 2.69034
C: 1.39604 3.76181 3.23530
H: 0.87704 5.77987 3.90507
H: 2.45669 5.63200 3.09150
H: 1.58574 4.86452 1.14272
H: 0.45798 6.28864 1.30667
H: -0.60551 4.06712 0.83174
H: -1.20213 4.91552 2.38492
H: 2.19398 3.28178 2.64961
H: 1.54359 3.39937 4.25614
C: -2.74734 -0.35934 -4.80636
C: -3.68261 -1.17931 -3.95135
C: -4.96422 -0.31642 -3.69939
O: -4.68600 0.90263 -4.40411
C: -3.65911 0.70338 -5.39056
H: -2.28307 -1.00333 -5.55230
H: -2.03003 0.09781 -4.12606
H: -3.25526 -1.34681 -2.96188
H: -4.00094 -2.14134 -4.35225
H: -4.99909 -0.12767 -2.62880
H: -5.84546 -0.83397 -4.07697
H: -3.06421 1.59705 -5.58287
H: -4.24513 0.46265 -6.28225
C: 0.46663 -0.49583 -1.45634
C: 0.78502 0.66375 -0.49481
C: -0.10354 0.47547 0.70190
O: -0.51414 -0.89046 0.70201
C: -0.52297 -1.36297 -0.62842
H: 1.38890 -1.05369 -1.61886
H: 0.09805 -0.15318 -2.42032
H: 0.57197 1.64035 -0.93880
H: 1.83692 0.68267 -0.20390
H: -1.03091 1.06428 0.63328
H: 0.38275 0.74978 1.63776
H: -1.52765 -1.34054 -1.05756
H: -0.12978 -2.37999 -0.63619
C: 0.86255 6.03047 -2.76818
C: 1.37075 4.75074 -2.10760
C: 2.79148 5.09344 -1.64780
O: 2.80130 6.49429 -1.50401
C: 2.07553 7.01121 -2.63635
H: 0.02506 6.44222 -2.20736
H: 0.49498 5.80851 -3.76901
H: 1.42455 3.89526 -2.78278
H: 0.74029 4.45856 -1.26489
H: 3.45848 4.66675 -2.40440
H: 3.06596 4.64109 -0.69506
H: 2.80087 7.02148 -3.45094
H: 1.71720 7.99960 -2.36351
C: -0.80173 -3.50912 2.75942
C: -2.02218 -2.78593 3.33517
C: -2.10325 -3.42390 4.72845
O: -1.54116 -4.74904 4.61398
C: -1.00369 -4.92848 3.31546
H: 0.12707 -3.16332 3.20858
H: -0.82509 -3.58249 1.67329
H: -2.83386 -3.03449 2.64939
H: -1.80138 -1.72392 3.28238
H: -3.13156 -3.56950 5.05757
H: -1.48443 -2.85113 5.42072
H: -1.66907 -5.47038 2.63207
H: -0.04007 -5.43758 3.35856

Summary:
Relative energy (zero: lowest compared OMol25 entry of this formula, charge and spin), eV: 0.000
Orbital gap, eV: 9.4
Total charge: 0
LUMO level, eV: 0.1
SMILES string: CNC(C)=O.CNC(C)=O.CNC(C)=O.CNC(C)=O.CNC(C)=O.CNC(C)=O.CNC(C)=O.C1CCOC1.C1CCOC1.C1CCOC1.C1CCOC1.C1CCOC1
Max |F|, eV/Å: 2.74
Highest occupied orbital energy, eV: -9.22

(4)
Computed, not measured: the molecule C20H19FN4O4, with ωB97M-V/def2-TZVPD.

CARTESIAN COORDINATES (ANGSTROEM)
C: -3.14844 0.57981 -4.36556
C: -3.09042 1.80066 -3.45764
C: -1.93344 1.71567 -2.43877
C: -0.59638 1.48649 -3.12303
C: 0.18907 0.37356 -2.85331
C: 1.41175 0.20895 -3.48053
C: 1.84157 1.17070 -4.37459
F: 3.03063 1.01635 -4.99076
C: 1.08343 2.29308 -4.65521
C: -0.13544 2.44401 -4.02200
N: -1.88084 2.91916 -1.62506
C: -1.99845 2.67939 -0.30174
O: -1.91937 3.45104 0.61715
N: -2.31237 1.31724 -0.18283
C: -2.33636 0.64281 1.08399
C: -0.96850 -0.02510 1.31508
O: -0.08443 0.04181 0.49666
N: -0.90680 -0.66555 2.51132
C: 0.16265 -1.37430 3.07064
C: 1.36651 -1.58069 2.40278
C: 2.37488 -2.29299 3.01982
C: 2.21916 -2.79593 4.30840
C: 3.35261 -3.55766 4.90729
N: 3.42784 -3.51756 6.26319
O: 4.15203 -4.17844 4.23970
C: 1.00848 -2.59820 4.96627
C: -0.00952 -1.89845 4.35126
C: -2.25821 0.65997 -1.37923
O: -2.49002 -0.51139 -1.53577
H: -2.25307 0.51593 -4.97910
H: -4.01479 0.64515 -5.01876
H: -3.22460 -0.32669 -3.77203
H: -4.02657 1.89872 -2.90314
H: -2.96089 2.70487 -4.05559
H: -0.14341 -0.37168 -2.15028
H: 2.02919 -0.65115 -3.27766
H: 1.44772 3.02838 -5.35507
H: -0.73097 3.31841 -4.23961
H: -1.52164 3.79239 -1.97133
H: -2.53001 1.39421 1.85453
H: -3.12318 -0.11702 1.07498
H: -1.73043 -0.62156 3.09660
H: 1.50227 -1.18708 1.40999
H: 3.30840 -2.47177 2.50879
H: 2.86960 -2.88916 6.81135
H: 4.20894 -3.97432 6.70423
H: 0.84046 -3.01518 5.94848
H: -0.95071 -1.75689 4.86478

Summary:
Relative energy (zero: lowest compared OMol25 entry of this formula, charge and spin), eV: 0.000
Orbital gap, eV: 9.4
Total charge: 0
LUMO level, eV: 0.4
SMILES string: CC[C@@]1(c2ccc(F)cc2)NC(=O)N(CC(=O)Nc2ccc(C(N)=O)cc2)C1=O
Max |F|, eV/Å: 0.52
Highest occupied orbital energy, eV: -8.98

(5)
Computed, not measured: a cluster of 3 separate species, C4H11ClNP in total, with ωB97M-V/def2-TZVPD.

CARTESIAN COORDINATES (ANGSTROEM)
C: 1.13665 0.75202 0.83565
C: 1.22714 -1.39858 2.13600
C: 1.50040 -0.67834 1.05184
C: -1.43607 0.03256 -1.45700
N: -1.52900 0.69214 -2.49273
P: -1.29019 -1.82976 -1.16435
Cl: -1.13435 3.60848 -0.78821
H: 1.99934 1.44285 1.11425
H: 0.94715 1.13865 -0.17910
H: 0.36253 1.06956 1.46487
H: 0.94834 -1.00056 3.11990
H: -1.50066 2.52295 -1.50730
H: 1.40866 -2.49480 2.23154
H: 1.96061 -1.17000 0.17345
H: -1.89005 0.51250 -0.59548
H: -1.31780 0.24159 -3.35280
H: -1.59466 -1.63653 0.17408
H: 0.20196 -1.80474 -0.76461

Summary:
Relative energy (zero: lowest compared OMol25 entry of this formula, charge and spin), eV: 0.268
Orbital gap (alpha / beta), eV: 6.7 / 6.1
Total charge: 0
Multiplicity: 3
LUMO level (alpha / beta), eV: 0.8 / -3.3
Max |F|, eV/Å: 5.51
Highest occupied orbital energy (alpha / beta), eV: -5.90 / -9.39
<S²>: 2.011